Here is a cluster of 2 separate species, C11H15N in total at a distorted geometry from the Open Molecules 2025 dataset. Energies are from wB97M-V/def2-TZVPD.

## Properties
- E_HOMO: -7.769 eV
- Energy: -482.84089 hartree
- Energy relative to the best compared isomer or geometry (same formula, charge and spin): 46.6 kcal/mol
- LUMO level: 1.0 eV
- SMILES: Cc1c[nH]c2ccccc12.CC

Structure (XYZ):
```
27
Properties=species:S:1:pos:R:3:forces:R:3
C -1.38735 3.47397 1.29506 -2.570 3.404 0.155
C 1.09282 0.78270 0.98778 0.264 2.475 -1.030
C 0.07456 1.70730 0.40166 1.627 -2.897 1.175
C -0.33637 2.52011 1.49630 1.353 -0.777 0.148
C 0.47127 2.23031 2.57852 -0.918 0.670 1.102
C 1.34992 -0.33979 -1.08931 -1.976 3.191 -1.892
C 1.74828 -0.16472 0.19287 0.458 -1.925 1.670
C 0.41556 0.59977 -1.71198 0.474 -0.656 1.624
C -0.32428 1.53337 -0.94865 2.226 -1.328 -0.203
N 1.40282 1.26903 2.27993 -2.396 -0.598 -2.253
H 1.67380 -1.04326 -1.81071 0.954 -0.826 0.093
H 2.40137 -0.96778 0.62845 -0.376 1.162 -0.202
H 0.38109 0.49618 -2.79695 -0.727 0.197 0.281
H -1.06623 2.10823 -1.44579 -0.505 0.664 -0.072
H 2.19429 1.10634 2.83392 0.899 -0.641 0.525
H 0.34221 2.49189 3.66600 0.249 0.221 -1.524
H -1.64597 4.09372 2.21754 0.109 -1.109 -0.942
H -2.32960 3.06039 0.83864 0.771 0.051 0.782
H -1.14919 4.30357 0.55922 0.294 -0.985 0.565
C -0.01396 -3.27402 -0.98698 -3.069 0.314 -0.054
C -1.37691 -4.06473 -1.53357 2.563 3.083 -0.901
H 0.79452 -3.92608 -1.10500 1.323 -1.067 0.008
H 0.17560 -2.42581 -1.67650 -0.297 -0.332 1.113
H -0.13426 -3.04038 0.11590 0.294 0.273 -1.516
H -0.92018 -4.98553 -1.85113 -0.832 -0.629 -0.385
H -1.76684 -3.40528 -2.41575 0.367 -1.643 1.636
H -2.06697 -4.13952 -0.71949 -0.559 -0.292 0.096
```
Forces are in eV/Å.

Here is a structure of composition C12H18IrN3O3 from the Open Molecules 2025 dataset. Energies are from wB97M-V/def2-TZVPD.

## Properties
- E_HOMO: -15.549 eV
- Energy: -961.67371 hartree
- Energy relative to the best compared isomer or geometry (same formula, charge and spin): 0.0 kcal/mol
- Charge: +2
- LUMO level: -8.8 eV

Structure (XYZ):
```
37
Properties=species:S:1:pos:R:3:forces:R:3
Ir -0.66170 -0.36110 -0.04598 0.145 0.064 -0.022
O 0.59793 0.27888 1.61844 -0.045 -0.070 -0.021
C 0.89804 -0.76793 2.60471 -0.031 0.009 0.022
C -0.37815 -1.40872 3.11720 0.010 -0.044 -0.011
C -1.29094 -1.91980 1.99460 0.061 -0.005 0.008
C -0.57813 -2.85935 1.05639 -0.010 0.040 -0.008
C -0.37486 -4.20913 1.24042 0.001 -0.007 -0.001
C 0.38412 -4.89793 0.30168 0.000 0.000 0.000
C 0.92215 -4.22395 -0.78806 -0.003 0.000 0.005
C 0.67980 -2.87400 -0.93047 0.010 -0.006 0.017
N -0.05073 -2.23339 -0.00752 -0.031 -0.117 -0.009
H 0.29241 1.06664 2.09144 0.055 0.038 -0.022
H 1.47881 -0.31325 3.40370 -0.010 -0.006 0.012
H 1.53635 -1.47257 2.07609 0.012 0.014 -0.008
H -0.93464 -0.72107 3.75617 -0.003 0.019 -0.022
H -0.09342 -2.25610 3.74563 -0.007 0.017 0.026
H -1.77652 -1.04752 1.44689 -0.092 -0.040 -0.034
H -2.19280 -2.38319 2.39694 0.002 -0.003 0.003
H -0.81107 -4.71265 2.09275 0.000 0.003 0.001
H 0.55263 -5.96026 0.41828 0.001 0.000 -0.001
H 1.51797 -4.73725 -1.52896 0.000 0.000 0.000
H 1.05946 -2.28981 -1.75657 -0.004 0.002 -0.002
C 0.11027 0.85352 -4.01118 -0.003 0.006 0.011
C -0.45452 0.30131 -2.75789 -0.048 -0.078 -0.090
N 0.14416 0.50583 -1.58319 -0.127 0.216 0.123
O 1.45283 0.92779 -1.64129 0.074 -0.152 0.052
C -1.62970 -0.49065 -2.71868 0.016 0.059 -0.108
C -2.52208 -0.82618 -3.86450 -0.019 0.000 0.012
N -1.90371 -0.91602 -1.47971 0.032 -0.008 0.140
O -2.86620 -1.60195 -1.16002 0.030 -0.013 -0.013
H 0.67054 1.76501 -3.82335 -0.001 0.002 -0.001
H -0.68042 1.03445 -4.73476 -0.001 -0.003 0.000
H 0.80350 0.12437 -4.44321 0.005 0.004 0.002
H 1.56700 1.60830 -0.96111 -0.027 0.060 -0.063
H -1.95209 -0.94985 -4.78282 0.004 0.002 0.003
H -3.27039 -0.04707 -4.02297 0.001 0.000 0.003
H -3.05177 -1.75260 -3.65227 0.006 -0.004 -0.006
```
Forces are in eV/Å.

Here is a cluster of 3 separate species, C5H15NO2 in total at a distorted geometry from the Open Molecules 2025 dataset. Energies are from wB97M-V/def2-TZVPD.

## Properties
- E_HOMO: -8.175 eV
- Energy: -404.69869 hartree
- Energy relative to the best compared isomer or geometry (same formula, charge and spin): 35.4 kcal/mol
- LUMO level: 0.7 eV
- SMILES: C[C@@H]1CCCN1.O.O

Structure (XYZ):
```
23
Properties=species:S:1:pos:R:3:forces:R:3
N -0.59294 -0.63681 -0.28201 0.485 -0.872 0.764
C 0.03721 -1.32857 0.87105 0.832 0.469 -0.771
C 0.60822 -0.22614 1.79103 -0.324 0.161 -0.796
C 0.10529 1.11850 1.19012 1.319 0.184 2.114
C -0.38431 0.79498 -0.20881 -2.286 1.571 -0.547
C 0.34221 1.39337 -1.41751 1.377 0.084 0.318
H -1.53195 -0.96699 -0.40358 -0.320 0.497 -0.145
H -0.62913 -2.00298 1.40640 -0.256 0.069 -0.115
H 0.84444 -1.91486 0.42993 0.106 -0.253 0.430
H 1.69455 -0.16766 1.74620 0.014 -0.538 0.238
H 0.25680 -0.37113 2.80286 0.186 0.052 0.339
H 0.94373 1.81488 1.36314 0.043 -0.072 -1.239
H -0.55203 1.60890 1.92474 -0.935 -0.512 -0.772
H -1.36858 1.30882 -0.33072 0.206 -0.605 0.382
H 1.37266 1.71094 -1.18905 -0.143 -0.237 0.058
H -0.15960 2.30074 -1.75532 -0.079 -0.187 -0.200
H 0.41749 0.64274 -2.20370 -0.246 0.180 -0.099
H 3.46677 -2.52572 0.51074 -0.095 -0.352 0.528
H 4.20283 -2.01708 -0.68245 0.500 0.058 -0.438
O 3.37727 -1.92336 -0.22014 -0.396 0.305 -0.074
H -3.98495 0.82555 -1.11266 0.071 0.173 0.219
H -4.52548 -0.10097 -2.17402 0.222 0.262 -0.113
O -3.94051 0.66285 -2.05621 -0.283 -0.435 -0.080
```
Forces are in eV/Å.

Here is the ion C4H11BrNO with charge +1 at a distorted geometry from the Open Molecules 2025 dataset. Energies are from wB97M-V/def2-TZVPD.

## Properties
- E_HOMO: -14.020 eV
- Energy: -2862.69768 hartree
- Energy relative to the best compared isomer or geometry (same formula, charge and spin): 38.6 kcal/mol
- Charge: +1
- LUMO level: -3.7 eV
- SMILES: CC(C)(Br)[C@H]([NH3+])O

Structure (XYZ):
```
18
Properties=species:S:1:pos:R:3:forces:R:3
C -0.37308 -1.47070 -0.94598 -1.284 -0.062 0.723
C -0.30890 -0.72224 1.45869 3.669 3.488 0.046
C -0.02241 1.21379 -0.45170 -1.040 -6.523 -2.613
C -0.60575 -0.36957 0.00988 -2.343 2.883 0.537
N 1.48880 0.97326 -0.40511 1.458 0.481 1.013
O -0.42326 2.19169 0.31349 0.589 1.787 0.397
Br -2.59384 -0.00806 -0.15251 0.493 0.113 0.238
H -0.33033 -1.19902 -1.92016 -0.472 1.587 -3.251
H 0.53494 -1.90332 -0.87222 3.437 -1.602 1.075
H -1.06338 -2.30018 -0.96772 -0.528 -0.001 0.719
H -0.14940 0.23241 2.18370 -0.026 -1.822 -1.904
H -1.02330 -1.19405 2.00848 -2.174 -1.920 0.838
H 0.64113 -1.31428 1.41932 -0.702 0.359 0.602
H -0.17188 1.16467 -1.58018 -0.685 1.099 1.410
H 1.72783 1.54459 0.44042 0.748 -0.675 -0.796
H 1.70544 -0.03049 -0.26371 -0.226 0.625 0.440
H 2.08365 1.19672 -1.24026 -0.912 0.614 0.851
H -1.11626 1.99478 0.96558 -0.002 -0.431 -0.324
```
Forces are in eV/Å.

Here is a structure of composition C56H61KN2O2P2 from the Open Molecules 2025 dataset. Energies are from wB97M-V/def2-TZVPD.

## Properties
- E_HOMO: -5.840 eV
- Energy: -3713.31613 hartree
- Energy relative to the best compared isomer or geometry (same formula, charge and spin): 0.0 kcal/mol
- LUMO level: -0.1 eV

Structure (XYZ):
```
124
Properties=species:S:1:pos:R:3:forces:R:3
K -0.11891 -0.28147 -0.67211 0.274 0.532 -0.133
C 6.67661 1.37954 -1.02100 -0.003 0.023 0.008
C 5.23303 1.89003 -1.00229 -0.005 -0.011 0.018
C 5.16064 3.33816 -1.48825 0.037 -0.010 0.018
C 4.60941 1.73669 0.37504 -0.023 -0.019 -0.046
C 5.26366 2.32135 1.45600 0.021 -0.026 0.045
C 4.81902 2.15987 2.75463 0.008 -0.021 -0.028
C 3.67252 1.41777 2.98557 -0.005 0.017 -0.010
C 2.97665 0.83474 1.93922 -0.041 0.028 0.044
C 1.71819 0.04319 2.22939 0.161 -0.050 0.019
C 0.64952 0.89421 2.91238 -0.001 -0.031 -0.009
C 2.01887 -1.22181 3.03745 -0.003 0.044 -0.033
C 3.44667 0.98173 0.62216 0.027 0.013 -0.040
N 2.89200 0.18752 -0.40405 0.055 0.053 0.033
C 2.42955 0.65249 -1.50368 -0.208 -0.161 0.055
C 2.02492 1.96807 -1.96240 0.110 0.067 -0.092
C 2.30947 2.19935 -3.32497 -0.007 -0.068 0.058
C 2.15521 3.42026 -3.92521 -0.016 0.074 0.010
C 1.66528 4.47224 -3.12634 0.012 -0.048 -0.024
C 1.29267 4.27483 -1.82726 -0.027 0.007 -0.007
C 1.37058 2.98768 -1.17526 0.046 0.047 0.032
N 0.80548 2.72044 -0.00307 -0.092 -0.076 0.000
C 0.15526 3.81687 0.61918 0.102 -0.024 -0.056
C -1.22515 4.05676 0.43181 -0.018 -0.015 0.004
C -1.80697 5.18998 0.99133 0.003 0.027 0.040
C -1.07645 6.09128 1.74461 -0.013 0.005 -0.001
C 0.25906 5.82706 1.97542 -0.006 -0.004 0.002
C 0.88352 4.70220 1.44352 -0.035 0.013 0.016
C 2.34881 4.47992 1.76670 -0.021 0.014 -0.048
C 2.60719 4.61851 3.26740 0.041 -0.007 0.024
C 3.24731 5.44689 0.99081 -0.033 -0.014 0.024
C -2.18000 3.10267 -0.26825 -0.007 0.013 0.016
C -1.82575 2.68812 -1.69573 -0.014 -0.094 0.029
C -2.46262 1.90935 0.64768 -0.034 -0.067 -0.038
H 7.07648 1.42529 -2.03612 0.009 -0.003 -0.005
H 6.73337 0.34659 -0.67439 0.000 -0.009 0.006
H 7.32524 1.98427 -0.38398 0.000 -0.004 -0.001
H 4.67737 1.27500 -1.70646 -0.021 0.010 -0.008
H 5.71203 3.99761 -0.81301 0.007 0.013 -0.009
H 4.12959 3.68850 -1.53839 -0.009 0.000 -0.003
H 5.60117 3.42786 -2.48366 -0.007 0.012 -0.004
H 6.16003 2.90258 1.27227 -0.004 0.006 -0.002
H 5.35489 2.61321 3.57861 0.005 0.007 0.004
H 3.30536 1.30350 3.99945 -0.005 -0.011 0.005
H 1.36340 -0.27438 1.25404 -0.125 -0.092 0.019
H 0.98020 1.19957 3.90780 -0.006 0.003 0.009
H -0.27770 0.32414 3.03974 -0.010 0.022 0.002
H 0.43539 1.79013 2.33131 -0.004 0.006 -0.010
H 2.43284 -0.96595 4.01477 0.008 -0.004 0.010
H 2.74046 -1.85427 2.51877 0.003 -0.007 0.002
H 1.10477 -1.80097 3.20507 0.000 -0.012 -0.007
H 2.28535 -0.12483 -2.27200 0.088 0.013 0.007
H 2.71701 1.36991 -3.89742 0.002 0.000 -0.004
H 2.41331 3.57504 -4.96326 0.003 0.005 -0.008
H 1.55885 5.46399 -3.55253 0.002 -0.001 -0.006
H 0.88725 5.10849 -1.27034 -0.005 -0.002 0.025
H -2.86477 5.36646 0.82711 -0.008 -0.003 -0.003
H -1.54615 6.97532 2.15672 -0.003 0.008 0.001
H 0.83683 6.51372 2.58300 -0.019 -0.001 -0.026
H 2.60106 3.46234 1.46625 0.008 0.022 -0.018
H 2.35577 5.61600 3.63510 0.017 -0.022 -0.020
H 3.66191 4.44621 3.48118 -0.002 -0.004 0.019
H 2.02087 3.89305 3.83452 -0.009 -0.009 0.020
H 3.03923 6.48036 1.28317 0.008 0.009 -0.004
H 3.08914 5.36117 -0.08354 0.005 -0.002 -0.029
H 4.29921 5.23726 1.19819 0.009 -0.001 0.008
H -3.12596 3.64926 -0.34644 0.014 0.007 -0.002
H -0.92251 2.08402 -1.74321 0.029 0.030 -0.003
H -1.65066 3.56177 -2.32400 0.005 0.008 -0.003
H -2.64395 2.10470 -2.12651 -0.015 0.023 -0.011
H -1.55020 1.34849 0.85284 0.102 0.024 0.038
H -3.19161 1.22801 0.20461 0.006 -0.010 -0.005
H -2.84077 2.25363 1.61166 -0.008 0.001 0.004
O -2.49915 -0.77602 -1.29651 -0.125 -0.229 -0.028
P -3.30645 -1.97407 -0.94202 -0.085 0.096 0.002
C -2.69168 -3.50552 -1.70702 0.091 -0.059 -0.017
P -1.03487 -4.00277 -1.12103 -0.041 0.094 0.068
O -0.15421 -2.86219 -0.73672 -0.115 -0.103 -0.036
C -1.33781 -5.09821 0.27761 0.012 -0.016 0.002
C -2.17655 -6.20813 0.19330 0.015 0.021 0.004
C -2.38368 -7.00699 1.30473 0.008 -0.003 -0.009
C -1.74908 -6.70241 2.50332 -0.003 -0.004 -0.008
C -0.90534 -5.60598 2.58764 0.009 0.012 0.000
C -0.69606 -4.80250 1.47522 -0.026 -0.020 -0.004
C -0.34349 -4.97864 -2.46319 -0.031 -0.050 0.017
C -1.11595 -5.82107 -3.26189 0.043 0.024 0.027
C -0.51434 -6.56895 -4.25999 0.033 -0.010 -0.021
C 0.85679 -6.47498 -4.46557 -0.027 -0.008 -0.008
C 1.62593 -5.63241 -3.67800 -0.001 0.032 0.028
C 1.02876 -4.88269 -2.67438 -0.011 -0.010 -0.006
C -3.37360 -2.28648 0.83542 -0.030 0.013 0.015
C -4.43399 -2.99972 1.39437 0.052 0.015 -0.029
C -4.46866 -3.25696 2.75524 -0.013 -0.003 0.001
C -3.45122 -2.78802 3.57350 -0.007 -0.010 0.015
C -2.39695 -2.07289 3.02764 0.027 0.048 -0.013
C -2.35284 -1.82341 1.66404 0.048 -0.209 0.113
C -5.00179 -1.80951 -1.53572 0.027 0.057 0.015
C -5.87693 -2.87008 -1.75895 0.001 -0.024 0.001
C -7.16485 -2.62701 -2.21009 0.003 -0.017 0.001
C -7.58373 -1.32450 -2.44379 0.014 0.024 0.006
C -6.71429 -0.26415 -2.23161 -0.012 -0.030 0.001
C -5.42510 -0.50392 -1.78110 -0.008 -0.015 -0.001
H -2.64793 -3.32769 -2.78485 -0.010 0.052 0.016
H -3.39797 -4.31722 -1.51827 0.010 -0.005 -0.005
H -2.66230 -6.45967 -0.74291 -0.013 -0.016 0.002
H -3.03425 -7.86892 1.23853 -0.005 -0.004 -0.004
H -1.91119 -7.32789 3.37142 -0.002 -0.001 0.006
H -0.40806 -5.37273 3.51998 0.003 0.002 0.004
H -0.03986 -3.94296 1.52316 0.005 0.010 0.008
H -2.18779 -5.88896 -3.11866 -0.011 -0.007 -0.001
H -1.11285 -7.22027 -4.88279 -0.004 -0.003 -0.003
H 1.32360 -7.05754 -5.24878 0.004 -0.001 -0.004
H 2.69152 -5.55383 -3.84632 0.005 0.001 0.000
H 1.61232 -4.21105 -2.05738 0.022 0.001 -0.006
H -5.24590 -3.34098 0.76507 -0.021 -0.019 0.025
H -5.29585 -3.81126 3.17845 -0.004 -0.004 -0.004
H -3.48025 -2.98007 4.63817 -0.002 0.001 0.002
H -1.59868 -1.70966 3.66266 0.000 0.003 -0.007
H -1.48099 -1.32087 1.26999 -0.177 0.098 -0.087
H -5.56489 -3.89367 -1.58802 0.002 -0.001 0.001
H -7.84020 -3.45429 -2.38355 -0.001 -0.003 -0.001
H -8.58862 -1.13721 -2.79854 -0.005 0.001 -0.001
H -7.03737 0.75031 -2.42265 0.001 0.007 0.000
H -4.73071 0.31305 -1.63054 -0.003 0.007 0.004
```
Forces are in eV/Å.